[1]
Computed, not measured: C11H9FeNO2 as an isolated structure at a distorted geometry, with ωB97M-V/def2-TZVPD.

Structure (XYZ):
```
24
Properties=species:S:1:pos:R:3
C 3.7395 0.1373 0.7150
C 2.6011 1.0398 0.7999
C 1.5426 1.2744 -0.4087
C 0.5746 0.0094 -0.5788
C 1.0411 -1.4143 -1.1409
C 0.0375 -2.6195 -1.2546
C -1.4767 -2.4855 -0.7972
C -1.9204 -1.0720 -0.2695
C -0.9275 0.1193 -0.1736
C -1.8089 1.3193 0.3867
O -1.5299 2.5221 0.6942
N -3.2466 0.9493 0.5403
C -3.3067 -0.5236 0.2866
O -4.2865 -1.2606 0.5061
H 4.3864 0.1077 -0.2364
H 4.0690 -0.5500 1.5815
H 2.4660 1.5961 1.8042
H 0.8744 2.1600 -0.0846
H 2.1286 1.4903 -1.3680
H 2.1426 -1.5038 -1.4699
H 0.4118 -3.6298 -1.6723
H -2.2304 -3.3415 -0.8360
H -3.3617 1.1561 1.5550
Fe -1.9200 4.5194 1.4208
```

DFT total energy, eV: -51483.0171
Multiplicity: 6
Charge: +3
HOMO-LUMO gap (alpha / beta), eV: 4.0 / 3.3

[2]
Computed, not measured: C18H24Br2N7O4Tc as an isolated structure at a distorted geometry, with ωB97M-V/def2-TZVPD.

Structure (XYZ):
```
56
Properties=species:S:1:pos:R:3
Tc 3.8513 -15.0675 -8.3494
N 3.9713 -17.0533 -9.4739
C 3.7914 -16.9384 -10.9511
C 3.0888 -18.1126 -11.5839
C 4.1337 -19.2509 -11.8065
C 3.5313 -20.6253 -12.1923
N 2.8654 -20.6213 -13.5306
C 3.4011 -21.0844 -14.6587
N 4.6813 -21.4008 -14.7300
N 2.6498 -21.2498 -15.7309
C 3.1414 -15.5639 -11.2161
O 2.8149 -15.1323 -12.2527
O 2.9943 -14.7938 -10.0501
H 4.7227 -17.6963 -9.2818
H 3.0934 -17.4260 -9.1030
H 4.8230 -16.8701 -11.3215
H 2.6724 -17.8222 -12.5535
H 2.2795 -18.5010 -10.9686
H 4.7148 -19.4023 -10.9050
H 4.8078 -18.9415 -12.5779
H 2.8189 -20.9868 -11.4523
H 4.2982 -21.3824 -12.2981
H 1.8476 -20.6333 -13.4216
H 5.2454 -21.2693 -13.8980
H 5.1471 -21.6309 -15.5733
H 1.7802 -20.7563 -15.8915
H 3.1341 -21.4639 -16.5770
N 4.8837 -15.4935 -6.4031
C 4.3734 -16.8049 -5.8442
C 3.2327 -17.3121 -6.7122
O 2.7947 -18.4035 -6.7183
O 2.6469 -16.2942 -7.3945
H 5.9171 -15.3678 -6.4184
H 4.5278 -14.7086 -5.9062
H 3.9159 -16.6896 -4.8258
H 5.1711 -17.5469 -5.7730
Br 7.2372 -9.8506 -10.6587
C 6.6449 -11.3055 -9.6550
C 7.2574 -12.5616 -9.7501
C 6.5146 -13.6744 -9.3517
N 5.2933 -13.5881 -8.7805
C 4.8948 -12.3605 -8.4083
C 5.5082 -11.2042 -8.8672
C 3.5936 -12.2689 -7.6401
C 3.0233 -11.1008 -7.1511
C 1.7572 -11.1951 -6.6393
Br 0.8709 -9.6379 -6.0977
C 1.0849 -12.4096 -6.5278
C 1.7662 -13.5063 -6.8962
N 2.9721 -13.4398 -7.4728
H 8.2213 -12.6643 -10.2308
H 6.9074 -14.6414 -9.4632
H 5.0788 -10.2360 -8.7251
H 3.5651 -10.1571 -7.1900
H 0.0986 -12.5396 -6.0768
H 1.3233 -14.5131 -6.9081
```

Relative energy (zero: lowest compared OMol25 entry of this formula, charge and spin), eV: 0.000
DFT total energy, eV: -179937.3524
Multiplicity: 4
Charge: +3
HOMO-LUMO gap (alpha / beta), eV: 8.4 / 7.0

Repeat the first record exactly.
Computed, not measured: C11H9FeNO2 as an isolated structure at a distorted geometry, with ωB97M-V/def2-TZVPD.

Structure (XYZ):
```
24
Properties=species:S:1:pos:R:3
C 3.7395 0.1373 0.7150
C 2.6011 1.0398 0.7999
C 1.5426 1.2744 -0.4087
C 0.5746 0.0094 -0.5788
C 1.0411 -1.4143 -1.1409
C 0.0375 -2.6195 -1.2546
C -1.4767 -2.4855 -0.7972
C -1.9204 -1.0720 -0.2695
C -0.9275 0.1193 -0.1736
C -1.8089 1.3193 0.3867
O -1.5299 2.5221 0.6942
N -3.2466 0.9493 0.5403
C -3.3067 -0.5236 0.2866
O -4.2865 -1.2606 0.5061
H 4.3864 0.1077 -0.2364
H 4.0690 -0.5500 1.5815
H 2.4660 1.5961 1.8042
H 0.8744 2.1600 -0.0846
H 2.1286 1.4903 -1.3680
H 2.1426 -1.5038 -1.4699
H 0.4118 -3.6298 -1.6723
H -2.2304 -3.3415 -0.8360
H -3.3617 1.1561 1.5550
Fe -1.9200 4.5194 1.4208
```

DFT total energy, eV: -51483.0171
Multiplicity: 6
Charge: +3
HOMO-LUMO gap (alpha / beta), eV: 4.0 / 3.3